No. 1
95
Properties=species:S:1:pos:R:3:forces:R:3:lowdin_charge:R:1 method="wB97M-V/def2-TZVPD" homo_lumo_gap_ev=9.406 smiles="CO[C@](N)(Cl)[C@@H](F)N[PH2]=N.CCOS(C)(=O)=O.CCOS(C)(=O)=O.CCOS(C)(=O)=O.CCOS(C)(=O)=O.CCOS(C)(=O)=O" e_lumo_ev=0.121
C 0.4662 0.3913 -1.2029 0.1 -0.2 -0.3 -0.0796
O 0.0086 1.5446 -0.5311 0.4 -0.1 0.5 -0.1525
C -1.2619 1.9563 -0.8639 -0.6 0.2 -0.2 -0.8497
N -1.3650 2.2510 -2.2471 0.4 -0.1 -0.2 0.0679
Cl -1.5115 3.5344 -0.0483 0.2 0.2 0.3 0.8167
C -2.3036 0.9248 -0.2631 -0.4 0.0 0.2 -0.3925
F -2.7726 1.3872 0.9466 0.0 0.0 0.2 -0.0300
N -3.4394 0.6050 -1.0715 0.1 0.4 -0.3 -0.1276
P -3.3100 -0.6458 -2.1804 0.1 -0.3 0.5 0.6333
N -3.2305 -2.0694 -1.5918 0.2 -0.2 -0.3 -0.2690
H -0.2315 -0.4396 -1.1691 -0.2 -0.2 0.1 0.0713
H 0.6949 0.5911 -2.2447 0.1 0.2 -0.3 0.0920
H 1.3758 0.0586 -0.7288 0.2 0.0 0.2 0.0891
H -1.1132 1.4866 -2.8491 0.0 -0.2 -0.1 0.0547
H -2.2442 2.6626 -2.5086 -0.2 0.1 0.0 0.0301
H -1.7883 0.0003 -0.0365 0.2 -0.2 -0.1 0.1275
H -3.9312 1.4265 -1.4007 -0.1 0.1 -0.1 0.0608
H -4.3564 -0.3547 -3.0500 -0.2 0.3 -0.2 0.0066
H -2.1458 -0.3338 -2.8870 0.1 0.0 -0.2 -0.0088
H -4.0172 -2.6478 -1.8327 -0.2 -0.3 0.3 -0.0388
C 3.2619 -5.4261 -1.5375 0.0 0.2 0.1 -0.0705
C 2.8443 -5.6875 -0.1077 0.0 -0.3 -0.1 -0.2222
O 2.7431 -4.4653 0.6822 0.2 -0.1 -0.1 -0.2551
S 1.4496 -3.5914 0.4967 0.3 0.1 0.5 0.5543
C 1.6474 -2.5833 1.9185 0.0 0.1 0.0 -0.1104
O 0.3002 -4.4236 0.6703 -0.3 -0.1 -0.1 -0.2769
O 1.5812 -2.7895 -0.6829 -0.2 0.1 -0.2 -0.2825
H 2.4862 -4.9029 -2.0924 0.0 0.0 0.0 0.0614
H 3.4496 -6.3760 -2.0348 0.0 0.0 0.0 0.0835
H 4.1680 -4.8209 -1.5653 0.0 0.0 0.0 0.0837
H 1.8971 -6.2241 -0.0579 -0.1 0.1 0.0 0.1095
H 3.5924 -6.2748 0.4172 0.0 0.1 0.1 0.1239
H 1.5858 -3.2091 2.8026 0.0 0.0 0.0 0.0808
H 0.8402 -1.8539 1.9087 0.0 0.0 0.0 0.0775
H 2.6108 -2.0861 1.8677 0.0 0.0 0.0 0.0574
C -0.4584 5.5574 3.5846 -0.1 0.3 0.1 -0.0578
C -0.5796 6.2827 2.2623 0.2 -0.4 -0.2 -0.2535
O -1.3605 7.4961 2.3292 -0.2 0.1 0.1 -0.2891
S -0.7202 8.8283 2.8916 -0.1 -0.2 -0.1 0.5523
C -1.9197 9.9361 2.2439 0.0 0.0 0.0 -0.1214
O 0.5386 9.0378 2.2513 0.3 0.1 -0.1 -0.2700
O -0.7929 8.8288 4.3162 0.0 0.0 0.3 -0.2703
H 0.1739 6.1033 4.2831 0.0 0.0 0.0 0.0771
H -0.0226 4.5734 3.4152 0.0 0.0 -0.1 0.0825
H -1.4381 5.4346 4.0450 0.0 -0.1 0.0 0.0858
H 0.3955 6.4898 1.8221 0.0 0.2 0.0 0.1230
H -1.1449 5.6970 1.5453 0.1 -0.2 0.0 0.0488
H -1.8816 9.8960 1.1597 0.0 0.0 0.0 0.0744
H -1.6539 10.9273 2.6025 0.0 0.0 0.0 0.0760
H -2.8973 9.6466 2.6177 0.0 0.0 0.0 0.0746
C -1.6328 -8.6390 -5.2518 0.0 0.1 0.1 -0.0727
C -0.5993 -7.5347 -5.1661 0.1 -0.2 -0.2 -0.2531
O -0.9783 -6.4827 -4.2494 0.0 0.0 -0.1 -0.2634
S -0.7803 -6.7687 -2.6978 0.0 0.1 -0.2 0.5667
C -0.9284 -5.1289 -2.1171 -0.1 0.1 -0.1 -0.1215
O 0.5590 -7.2437 -2.5037 0.2 -0.1 0.1 -0.2863
O -1.8679 -7.5647 -2.2276 -0.2 -0.1 0.2 -0.2701
H -1.6956 -9.1984 -4.3209 0.0 0.0 0.0 0.0717
H -1.3640 -9.3279 -6.0527 0.0 0.0 0.0 0.0795
H -2.6177 -8.2232 -5.4599 0.0 0.0 0.0 0.0832
H 0.3792 -7.9199 -4.8780 0.0 0.0 0.1 0.1105
H -0.4908 -7.0293 -6.1228 0.0 0.1 0.0 0.1191
H -0.1072 -4.5430 -2.5205 0.0 0.0 0.0 0.0726
H -0.8669 -5.1672 -1.0354 0.0 0.0 0.1 0.0505
H -1.8867 -4.7199 -2.4252 0.0 0.0 0.0 0.0676
C -3.5394 6.3836 0.1723 -0.1 0.0 -0.3 -0.0804
C -4.5926 5.3254 -0.0793 0.2 -0.1 0.5 -0.2392
O -5.2038 5.4150 -1.3935 0.1 -0.1 -0.2 -0.2490
S -4.3808 4.8074 -2.5991 -0.6 1.0 0.0 0.5735
C -5.6887 4.7700 -3.7700 0.0 -0.1 0.0 -0.1125
O -3.9883 3.4718 -2.2612 0.0 -0.6 0.0 -0.3188
O -3.3875 5.7369 -3.0245 0.2 -0.1 -0.1 -0.2481
H -2.6722 6.2471 -0.4729 0.0 0.0 0.0 0.0637
H -3.2131 6.3150 1.2061 -0.1 0.0 0.1 0.0667
H -3.9371 7.3824 -0.0066 0.0 0.0 0.1 0.0900
H -4.1834 4.3215 0.0392 0.0 0.0 0.0 0.0786
H -5.4223 5.4295 0.6150 -0.1 0.0 -0.1 0.1257
H -6.4545 4.0860 -3.4184 0.0 0.0 0.0 0.0767
H -5.2595 4.4210 -4.7058 0.0 0.0 0.0 0.0792
H -6.0789 5.7767 -3.8834 0.0 0.0 0.0 0.0791
C 7.6909 -3.7365 5.7676 0.0 0.0 -0.2 -0.0702
C 6.7982 -2.5138 5.7780 0.0 -0.1 0.3 -0.2416
O 6.7825 -1.8220 4.5019 0.1 0.0 0.1 -0.2626
S 5.8959 -2.4440 3.3507 0.1 0.5 -0.1 0.5506
C 5.9095 -1.0477 2.2841 0.0 0.0 0.0 -0.1184
O 4.5711 -2.6478 3.8507 -0.2 -0.2 0.0 -0.2799
O 6.5976 -3.5169 2.7270 0.0 -0.3 -0.1 -0.2661
H 7.2915 -4.5174 5.1235 0.0 0.0 0.0 0.0730
H 7.7740 -4.1324 6.7794 0.0 0.0 0.0 0.0819
H 8.6857 -3.4795 5.4070 0.0 0.0 0.0 0.0850
H 5.7740 -2.7612 6.0571 0.0 0.0 -0.1 0.1127
H 7.1646 -1.7680 6.4784 0.0 0.1 -0.1 0.1213
H 5.4063 -0.2228 2.7789 0.0 0.0 0.0 0.0767
H 5.3782 -1.3404 1.3811 0.0 0.0 0.0 0.0738
H 6.9402 -0.7982 2.0515 0.0 0.0 0.0 0.0763

No. 2
22
Properties=species:S:1:pos:R:3:forces:R:3:lowdin_charge:R:1 method="wB97M-V/def2-TZVPD" homo_lumo_gap_ev=7.979 total_charge=+1 relative_energy_kj_mol=284.2 e_lumo_ev=-4.162
C -2.4630 1.9375 -1.4466 -3.2 1.2 0.5 -0.0869
O -1.7394 1.7621 -0.2785 2.1 -1.0 1.5 -0.1218
N -0.8223 0.6899 -0.2522 -0.1 1.4 -0.5 0.0885
C 0.4849 0.8539 -0.5647 -1.2 3.5 -0.7 -0.3683
N 0.8868 2.1671 -0.8634 -5.2 -1.5 2.6 0.2098
N 1.2497 -0.1720 -0.7167 0.4 0.7 -1.0 0.1825
C 1.0987 -1.2698 -0.0484 0.9 -0.7 1.1 -0.2293
N 1.5152 -2.4841 -0.5846 -1.4 3.7 0.6 0.1794
C 1.6396 -3.2829 0.4830 0.1 -1.8 -0.4 -0.1885
N 1.3250 -2.8035 1.5990 0.0 -0.7 2.1 0.1243
C 0.8982 -1.5162 1.3918 1.5 -0.6 -2.8 -0.2070
C 0.5689 -0.7080 2.4056 -2.0 0.8 -0.2 0.0123
N -0.1765 -0.0911 3.0672 0.4 -0.3 0.1 0.3216
H -2.9900 1.0865 -1.8219 0.2 -1.0 -0.2 0.0892
H -2.1009 2.5502 -2.2259 1.6 0.3 -0.9 0.0775
H -3.2938 2.5732 -1.0543 0.4 -0.4 -0.3 0.1195
H -1.1822 -0.2149 -0.0241 -0.4 -0.3 0.0 0.1571
H 1.7695 2.2772 -1.1669 3.6 0.6 -1.0 0.0587
H 0.3529 2.9769 -0.4210 1.1 -1.8 -1.1 0.1624
H 1.3759 -2.6435 -1.5642 0.5 -0.5 -0.3 0.1730
H 1.9893 -4.2341 0.2857 0.6 -2.0 0.2 0.1221
H -0.3867 0.5455 3.8011 0.3 0.4 0.4 0.1238

No. 3
25
Properties=species:S:1:pos:R:3:forces:R:3:lowdin_charge:R:1 method="wB97M-V/def2-TZVPD" homo_lumo_gap_ev=9.611 relative_energy_kj_mol=56.7 smiles="CCN1CC[C@@H](C)C1=O.O" e_lumo_ev=0.642
C 0.1467 -1.9596 0.7057 -0.1 -0.1 -0.2 -0.0949
C 0.6898 -0.8737 1.6224 0.1 0.2 0.7 -0.2141
N 1.2980 0.2461 0.9220 1.1 1.2 0.0 -0.0856
C 1.5675 0.1586 -0.5106 0.1 -0.1 0.1 -0.1740
C 2.3587 1.4321 -0.8153 0.0 0.2 -0.1 -0.1325
C 3.1100 1.7339 0.4860 -0.3 0.2 -0.1 -0.2894
C 3.4482 3.1959 0.7350 0.1 0.2 0.0 -0.0548
C 2.2222 1.1274 1.5648 0.2 -2.3 0.5 -0.4094
O 2.4635 1.1417 2.7640 -0.8 0.2 -1.2 0.0753
H -0.2844 -2.7659 1.3132 0.1 0.2 -0.1 0.0795
H -0.6408 -1.5688 0.0465 0.2 -0.2 0.1 0.0760
H 0.9381 -2.3998 0.0836 -0.3 0.1 0.2 0.0716
H -0.1188 -0.4630 2.2398 0.1 -0.3 0.1 0.1190
H 1.4395 -1.3013 2.3101 -0.2 0.1 -0.1 0.1256
H 2.1669 -0.7427 -0.7221 -0.1 0.2 -0.1 0.1206
H 0.6321 0.0957 -1.0817 0.3 0.0 0.0 0.1177
H 3.0324 1.3036 -1.6699 -0.2 0.1 0.1 0.1174
H 1.6657 2.2554 -1.0436 0.2 -0.1 0.1 0.1176
H 4.0395 1.1383 0.5168 -0.3 0.1 0.1 0.1587
H 2.5322 3.7931 0.8526 0.2 -0.2 0.0 0.0800
H 4.0542 3.3101 1.6436 -0.2 0.0 -0.2 0.0858
H 4.0129 3.6034 -0.1142 -0.1 -0.1 0.2 0.0806
O -0.2487 2.6078 1.8484 -0.9 -1.6 -1.5 -0.0754
H -0.5505 1.8747 1.2068 0.8 1.7 1.5 0.0766
H -0.1799 3.3939 1.2982 -0.1 0.0 0.0 0.0279

No. 4
8
Properties=species:S:1:pos:R:3:forces:R:3:lowdin_charge:R:1 method="wB97M-V/def2-TZVPD" homo_lumo_gap_ev=10.166 relative_energy_kj_mol=656.1 e_lumo_ev=-0.440
C 0.1953 -0.0388 0.9074 0.6 -0.5 3.0 -0.0819
C 0.1399 0.0538 -0.5719 1.9 0.5 -1.7 -0.7502
H -1.2382 -0.5023 1.3082 4.8 1.6 -0.8 0.2083
H 0.6509 1.5124 1.4547 -1.3 -4.5 -1.4 0.2271
H 1.3806 -1.1350 1.1835 -3.6 3.4 -0.5 0.2167
H -1.0444 -0.0010 -1.8968 -0.4 0.0 -1.5 0.1062
O -1.1107 -0.1724 -0.9699 -0.4 0.0 0.5 0.0522
O 1.0266 0.2834 -1.4151 -1.7 -0.4 2.4 0.0217